# 1
This record from the OMol25 dataset describes a 2-piece molecular cluster, C4H8N2O overall. The level of theory is ωB97M-V with the def2-TZVPD basis set.

## Properties
LUMO   0.93 eV
Spin multiplicity   1
Charge   0
Orbital gap   9.34 eV
SMILES string   [H]/N=C1/CO1.C=CN

Geometry as XYZ:
```
15
Properties=species:S:1:pos:R:3:forces:R:3
C -2.264 -0.851 0.504 -0.2 0.9 -0.6
C -0.825 -0.718 0.552 1.6 -1.3 2.7
N -0.104 0.524 -0.950 1.3 0.3 0.6
C 1.322 0.345 -0.562 -0.9 1.6 -2.6
C 2.100 1.342 -0.134 -0.4 -1.0 0.6
O -1.354 -1.792 -0.129 0.4 -0.1 -0.2
N 0.168 -0.534 1.363 -2.1 -0.5 0.3
H -0.340 0.205 -1.882 0.3 0.1 0.0
H -0.413 1.478 -0.784 0.1 -0.2 -0.2
H 0.783 -1.325 1.529 0.0 0.0 -0.7
H -2.814 -1.275 1.338 0.2 0.2 0.1
H -2.835 -0.235 -0.180 -0.1 -0.1 -0.1
H 1.732 -0.550 -1.014 0.0 -0.1 0.4
H 1.688 2.227 0.332 -0.1 0.2 -0.3
H 3.156 1.161 0.018 0.0 0.0 0.0
```
Positions in Å, forces in eV/Å.

---

# 2
This record from the OMol25 dataset describes an isolated molecule of C4H8N2O. The level of theory is ωB97M-V with the def2-TZVPD basis set.

## Properties
LUMO   0.89 eV
Spin multiplicity   1
Charge   0
Orbital gap   10.41 eV
SMILES string   C[C@@]1(C(N)=O)CN1

Geometry as XYZ:
```
15
Properties=species:S:1:pos:R:3:forces:R:3
C -1.141 -1.324 0.208 0.0 0.0 0.1
C -0.196 -0.145 0.058 -0.1 -0.1 0.1
C -0.678 0.995 -0.765 0.0 0.2 -0.3
N -0.569 1.133 0.675 -0.2 0.3 0.2
C 1.272 -0.322 0.426 0.0 0.0 0.3
O 1.568 -0.925 1.440 0.0 0.0 -0.4
N 2.177 0.347 -0.343 -0.1 -0.1 0.0
H -2.122 -0.951 0.526 0.1 -0.1 0.0
H -1.303 -1.860 -0.734 0.2 0.1 0.1
H -0.784 -2.030 0.961 0.0 0.1 -0.1
H -0.029 1.649 -1.343 0.0 -0.1 0.1
H -1.661 0.873 -1.218 0.1 -0.1 0.1
H -1.453 1.078 1.171 0.0 -0.1 -0.2
H 1.852 0.884 -1.125 0.1 0.0 0.1
H 3.067 0.598 0.065 -0.2 -0.2 -0.1
```
Positions in Å, forces in eV/Å.

---

# 3
This record from the OMol25 dataset describes C4H8N2O as an isolated structure. The level of theory is ωB97M-V with the def2-TZVPD basis set.

## Properties
LUMO (spin up / spin down)   0.49 / 0.49 eV
Spin multiplicity   1
Charge   0
Orbital gap (spin up / spin down)   7.53 / 7.53 eV

Geometry as XYZ:
```
15
Properties=species:S:1:pos:R:3:forces:R:3
C -1.518 -0.863 -1.831 0.0 -0.2 0.0
C 0.751 1.399 -0.098 0.7 -0.7 1.1
C -1.180 -0.237 -0.527 -0.2 0.4 -0.4
C -0.119 -0.631 1.479 -0.6 -0.2 -0.3
O 1.846 0.233 2.156 -0.3 0.0 -0.4
N 1.060 -0.161 1.045 0.2 1.0 -0.8
N -1.009 -0.862 0.543 0.4 -0.1 0.7
H 2.744 0.008 1.884 -0.1 0.0 0.0
H -0.319 -0.815 2.526 0.0 0.0 0.0
H -2.074 -0.175 -2.469 0.1 0.0 0.1
H -0.575 -1.092 -2.342 0.0 0.0 0.1
H 0.919 1.189 -1.147 -0.2 -0.1 0.1
H 1.652 1.771 0.373 0.0 0.1 0.0
H -0.098 2.033 0.123 0.0 -0.2 -0.1
H -2.079 -1.796 -1.715 0.1 0.0 0.0
```
Positions in Å, forces in eV/Å.

---

# 4
This record from the OMol25 dataset describes a 2-piece molecular cluster, C4H8N2O overall. The level of theory is ωB97M-V with the def2-TZVPD basis set.

## Properties
LUMO   0.06 eV
Spin multiplicity   1
Charge   0
Orbital gap   9.37 eV
SMILES string   CC(=O)C#N.CN

Geometry as XYZ:
```
15
Properties=species:S:1:pos:R:3:forces:R:3
C -2.549 0.305 0.201 -0.2 0.2 0.1
N -1.519 -0.610 -0.271 -0.1 -0.2 -0.1
C 0.992 -0.512 1.043 -0.3 -0.1 1.0
N 0.643 -0.602 2.143 0.4 0.1 -1.1
C 1.577 -0.380 -0.321 0.1 -0.2 -0.4
O 1.267 -1.136 -1.204 0.2 0.3 0.4
C 2.608 0.708 -0.433 0.0 0.0 -0.1
H -2.639 1.138 -0.504 0.0 -0.1 0.1
H -2.234 0.719 1.164 -0.1 0.0 -0.1
H -3.548 -0.140 0.329 0.2 0.1 0.0
H -1.762 -0.998 -1.177 0.0 0.1 0.1
H -1.434 -1.395 0.367 0.0 0.1 -0.1
H 3.454 0.458 0.218 -0.1 0.0 -0.1
H 2.945 0.783 -1.468 -0.1 0.0 0.1
H 2.200 1.663 -0.087 0.0 -0.1 0.0
```
Positions in Å, forces in eV/Å.

---

# 5
This record from the OMol25 dataset describes a 2-piece molecular cluster, C4H8N2O overall. The level of theory is ωB97M-V with the def2-TZVPD basis set.

## Properties
LUMO   0.75 eV
Spin multiplicity   1
Charge   0
Orbital gap   9.22 eV
SMILES string   Cc1cnc[nH]1.O

Geometry as XYZ:
```
15
Properties=species:S:1:pos:R:3:forces:R:3
N 0.174 1.505 3.347 1.7 -1.9 -1.0
C 1.429 1.129 3.047 0.1 0.4 2.5
C -0.530 1.060 2.233 0.9 1.4 0.0
C 0.356 0.639 1.266 -2.4 -0.2 0.4
N 1.610 0.638 1.806 -1.3 -0.4 -1.0
C 0.000 0.000 0.000 0.5 -0.8 -1.1
H 2.212 0.991 3.793 -0.1 0.7 -0.3
H -1.613 1.182 2.209 0.4 0.0 -0.4
H 2.323 0.066 1.348 0.0 0.7 0.9
H -0.831 0.468 -0.555 0.4 -0.1 0.4
H -0.271 -1.045 0.224 0.0 0.2 -0.4
H 0.897 0.001 -0.642 -0.5 -0.2 -0.1
O -3.124 -1.098 3.419 0.6 0.4 0.9
H -2.892 -1.541 4.266 -0.2 0.5 -0.9
H -2.674 -0.224 3.464 -0.4 -1.0 0.1
```
Positions in Å, forces in eV/Å.

---

# 6
This record from the OMol25 dataset describes an isolated molecule of C4H8N2O. The level of theory is ωB97M-V with the def2-TZVPD basis set.

## Properties
LUMO   0.68 eV
Spin multiplicity   1
Charge   0
Orbital gap   9.97 eV
SMILES string   O=C1NCCCN1

Geometry as XYZ:
```
15
Properties=species:S:1:pos:R:3:forces:R:3
C -1.619 -0.128 0.017 -4.2 0.4 0.4
C 0.343 1.218 -0.215 1.1 0.7 -0.7
C 1.215 0.114 0.418 0.5 2.6 1.6
C 0.722 -1.170 -0.041 -1.3 -0.1 -1.0
H -1.740 1.866 -0.130 0.5 -0.5 0.3
H 0.608 1.123 -1.269 -0.6 0.2 -0.5
H 0.754 2.201 0.074 -0.6 -0.3 0.1
H 2.201 0.100 -0.104 -0.2 1.1 1.3
H 1.207 0.361 1.555 0.4 -1.1 -1.8
H 1.096 -1.966 0.550 -0.4 -1.0 0.9
H 1.175 -1.345 -1.000 0.1 -0.2 -0.7
H -1.247 -2.112 0.200 1.8 3.8 -2.3
N -1.095 1.092 0.039 2.0 1.6 0.0
N -0.728 -1.124 -0.269 -2.9 -6.3 2.9
O -2.892 -0.230 0.175 3.8 -0.8 -0.5
```
Positions in Å, forces in eV/Å.

---

# 7
This record from the OMol25 dataset describes an isolated molecule of C4H8N2O. The level of theory is ωB97M-V with the def2-TZVPD basis set.

## Properties
LUMO   0.94 eV
Spin multiplicity   1
Charge   0
Orbital gap   10.02 eV
SMILES string   CC(=C=NO)CN

Geometry as XYZ:
```
15
Properties=species:S:1:pos:R:3:forces:R:3
C 0.481 1.494 -0.734 0.0 0.1 0.0
C 0.410 0.046 -0.339 0.1 -0.1 0.1
O 1.611 -0.789 2.498 0.0 0.1 0.8
C -0.844 -0.731 -0.703 0.2 -0.2 -0.1
N -2.031 -0.094 -0.135 -0.1 0.0 -0.1
C 1.343 -0.526 0.373 -0.2 0.0 0.5
N 2.099 -1.037 1.214 -0.1 0.1 -1.2
H 1.374 1.976 -0.329 -0.1 -0.1 -0.1
H -0.402 2.014 -0.341 0.2 -0.1 -0.1
H 0.483 1.598 -1.824 0.0 0.0 0.1
H 2.320 -1.124 3.056 0.0 0.0 0.1
H -0.764 -1.734 -0.286 0.1 0.0 -0.1
H -0.892 -0.834 -1.800 -0.1 0.0 0.2
H -2.720 -0.779 0.158 0.2 0.2 -0.1
H -2.468 0.520 -0.809 -0.1 0.0 0.1
```
Positions in Å, forces in eV/Å.

---

# 8
This record from the OMol25 dataset describes an isolated molecule of C4H8N2O. The level of theory is ωB97M-V with the def2-TZVPD basis set.

## Properties
LUMO (spin up / spin down)   -0.02 / -0.02 eV
Spin multiplicity   1
Charge   0
Orbital gap (spin up / spin down)   7.93 / 7.93 eV

Geometry as XYZ:
```
15
Properties=species:S:1:pos:R:3:forces:R:3
C 2.152 -0.055 0.481 -0.1 0.6 2.7
C 1.224 -0.607 -0.497 1.3 -1.8 -0.4
O 0.250 -1.333 0.229 1.1 1.2 -0.3
C -0.997 -0.885 -0.104 -0.9 0.0 -0.4
N -2.081 -1.405 0.261 0.2 -0.3 0.2
C -0.911 0.353 -0.937 0.5 0.2 -2.2
N -0.838 1.557 -0.194 0.1 1.4 2.5
H 1.465 0.446 1.204 0.3 0.1 -0.1
H 2.990 0.639 0.354 -0.5 -0.1 -1.4
H 2.607 -0.808 1.145 -0.5 -0.5 -0.3
H 0.132 0.182 -1.485 -1.5 0.3 0.7
H -1.922 -2.257 0.805 0.0 0.1 -0.1
H -1.657 0.404 -1.728 -0.3 -0.3 0.1
H -1.426 2.375 -0.332 -0.1 -0.7 -1.1
H -0.986 1.395 0.798 0.2 -0.2 -0.1
```
Positions in Å, forces in eV/Å.

---

# 9
This record from the OMol25 dataset describes an isolated molecule of C4H8N2O. The level of theory is ωB97M-V with the def2-TZVPD basis set.

## Properties
LUMO (spin up / spin down)   -0.14 / -0.13 eV
Spin multiplicity   1
Charge   0
Orbital gap (spin up / spin down)   8.03 / 7.50 eV
SMILES string   C/C=C(N)/C=[NH+]\[O-]

Geometry as XYZ:
```
15
Properties=species:S:1:pos:R:3:forces:R:3
C 1.434 -0.728 0.099 0.1 -1.6 -1.5
C -1.758 0.772 -1.326 -0.1 -0.2 0.1
N 2.215 -0.966 1.165 -2.0 2.7 0.8
C 0.146 -0.090 0.074 0.5 0.2 0.0
N -0.489 0.181 1.268 0.0 0.1 0.2
C -0.444 0.089 -1.141 0.1 0.1 0.1
O 2.103 0.060 1.997 0.9 -1.6 0.7
H 2.309 -1.917 1.538 0.7 0.3 -0.2
H 1.779 -1.156 -0.835 -0.2 -0.3 0.0
H -1.188 0.905 1.238 -0.1 0.0 0.0
H 0.152 0.279 2.049 0.0 0.1 -0.1
H 0.064 -0.284 -2.018 0.2 0.1 0.0
H -2.011 0.860 -2.381 0.0 0.0 0.0
H -2.565 0.219 -0.835 0.0 0.0 0.0
H -1.748 1.777 -0.891 0.0 0.0 0.0
```
Positions in Å, forces in eV/Å.

---

Going through the records in order, we get E_tot values of -341.8113 -341.9455 -341.7408 -341.9265 -341.9485 -341.9373 -341.8541 -341.7873 -341.8318 Eh.
Going through the records in order, we get energy relative to the best compared isomer or geometry (same formula, charge and spin) values of 5.233 1.582 7.152 2.098 1.500 1.806 4.068 5.886 4.677 eV.